Record 1
The following is a DFT calculation (ωB97M-V with the def2-TZVPD basis set) of a molecular structure, C5H4O7Sm.

Geometry as ORCA input:
```
! RIJCOSX wB97M-V def2-TZVPD def2/J DEFGRID3
* xyz 0 7
O -1.12 2.01 1.21
C -1.98 1.61 0.35
O -3.18 1.53 0.50
O 2.68 0.94 -0.49
O 2.05 -1.00 -1.46
C 2.62 -0.25 -0.69
Sm 1.06 2.34 1.10
O 1.40 -0.44 1.08
C 0.60 -1.59 0.90
C -0.28 -1.30 -0.33
O -1.07 0.17 -1.41
C -1.40 1.37 -1.09
H 1.21 -2.49 0.75
H -0.03 -1.88 1.76
H -1.22 -1.12 0.22
H -0.56 -2.24 -0.83
O -0.79 2.34 -1.56
*
```

## Properties
HOMO level (spin up / spin down) ... -8.4 / -8.8 eV
E_tot ... -1377.3964 Ha
Lowest unoccupied orbital energy (spin up / spin down) ... -0.065 / -0.065 hartree

---

Record 2
The following is a DFT calculation (ωB97M-V with the def2-TZVPD basis set) of C5H4S in the gas phase.

Geometry as ORCA input:
```
! RIJCOSX wB97M-V def2-TZVPD def2/J DEFGRID3
* xyz 0 1
C 0.57 0.03 -3.60
C 0.32 -0.12 -2.37
C -0.02 -0.12 -0.99
C -0.36 -0.19 0.18
C -0.72 -0.01 1.57
S 0.97 0.48 2.36
H 1.13 -0.09 -4.52
H -1.44 0.80 1.82
H -1.02 -0.98 1.97
H 0.57 0.18 3.60
*
```

## Properties
HOMO level ... -9.3 eV
E_tot ... -590.9553 Ha
Lowest unoccupied orbital energy ... 0.017 hartree
Energy relative to the best compared isomer or geometry (same formula, charge and spin) ... 252.60 kJ/mol

---

F_max across the listed records, respectively: 7.39; 4.81 eV/Å.